ORCA calculation (ωB97M-V with the def2-TZVPD basis set) on C26H46BClN2O2P2Zn as an isolated structure at a distorted geometry.

As for the net charge: 0. The orbital gap is 6.857 eV. The HOMO energy is -6.336 eV. Its spin multiplicity is 1. The value obtained for the strongest force on any atom is 3.86 eV/A.

Last column: Mulliken charge in e.
Geometry (Å):
Zn (4.486, -17.388, -2.392)  1.272
C (4.885, -21.065, -3.555)  -1.662
C (3.412, -20.966, -3.095)  2.064
C (2.506, -21.996, -3.714)  -1.589
C (3.584, -21.151, -1.557)  -1.675
P (2.916, -19.146, -3.408)  -0.347
C (1.218, -18.875, -2.759)  -1.413
N (1.330, -17.812, -1.785)  0.689
B (2.584, -17.167, -1.517)  -0.354
N (2.083, -16.031, -0.726)  0.181
C (2.965, -14.984, -0.225)  -1.942
P (4.711, -15.598, -0.692)  1.705
C (5.560, -13.945, -0.886)  1.803
C (4.822, -13.338, -2.077)  -1.853
C (5.487, -13.029, 0.353)  -1.571
C (7.016, -14.086, -1.217)  -1.527
C (5.240, -16.375, 0.962)  2.508
C (6.733, -16.661, 0.993)  -2.058
C (4.557, -17.764, 0.972)  -2.062
C (4.898, -15.717, 2.233)  -1.844
C (0.779, -16.129, -0.372)  0.524
C (-0.080, -15.389, 0.412)  -1.071
C (-1.444, -15.510, 0.221)  -0.592
C (-1.964, -16.567, -0.526)  -0.657
C (-1.124, -17.399, -1.248)  -1.002
C (0.265, -17.229, -1.113)  0.779
C (2.634, -18.924, -5.281)  2.197
C (2.151, -17.487, -5.478)  -1.518
C (1.490, -19.875, -5.769)  -1.627
C (3.866, -19.182, -6.013)  -1.875
H (5.204, -22.037, -3.251)  0.605
H (5.568, -20.369, -3.085)  0.169
H (4.994, -20.889, -4.667)  0.204
H (2.319, -22.857, -3.040)  0.330
H (2.989, -22.270, -4.666)  0.351
H (1.557, -21.534, -3.983)  0.320
H (3.763, -22.223, -1.385)  0.618
H (2.718, -20.900, -0.904)  0.240
H (4.464, -20.628, -1.149)  0.236
H (0.812, -19.846, -2.342)  0.325
H (0.455, -18.683, -3.557)  0.515
H (2.800, -14.817, 0.813)  0.491
H (2.730, -13.997, -0.700)  0.507
H (3.788, -13.064, -1.919)  0.355
H (4.877, -13.956, -2.969)  0.303
H (5.287, -12.326, -2.243)  0.519
H (6.224, -13.240, 1.168)  0.291
H (4.440, -12.950, 0.779)  0.135
H (5.783, -12.011, -0.029)  0.538
H (7.080, -14.650, -2.140)  0.219
H (7.625, -14.586, -0.463)  0.206
H (7.376, -13.063, -1.349)  0.577
H (7.096, -17.028, 0.055)  0.317
H (6.967, -17.450, 1.756)  0.428
H (7.393, -15.840, 1.269)  0.356
H (5.084, -18.471, 0.299)  0.278
H (3.478, -17.755, 0.772)  0.200
H (4.675, -18.248, 1.973)  0.590
H (5.452, -14.747, 2.350)  0.210
H (5.195, -16.312, 3.127)  0.489
H (3.851, -15.582, 2.424)  0.402
H (0.357, -14.544, 0.934)  0.384
H (-2.148, -14.827, 0.731)  0.356
H (-3.038, -16.590, -0.569)  0.388
H (-1.655, -17.777, -2.142)  0.220
H (1.142, -17.285, -5.059)  0.271
H (2.081, -17.254, -6.559)  0.642
H (2.846, -16.768, -4.975)  0.076
H (0.648, -20.054, -5.083)  0.217
H (1.903, -20.853, -6.034)  0.332
H (1.123, -19.368, -6.751)  0.438
H (4.655, -18.638, -5.474)  0.337
H (3.720, -18.711, -7.052)  0.471
H (4.110, -20.237, -6.116)  0.291
Cl (9.549, -16.406, -3.108)  -0.221
C (8.302, -17.567, -3.794)  -0.684
C (6.922, -17.444, -3.143)  0.760
O (6.684, -18.156, -2.114)  -0.808
O (6.015, -16.605, -3.561)  -0.954
H (8.759, -18.536, -3.616)  0.355
H (8.333, -17.321, -4.872)  0.324